a:
DFT (ωB97M-V/def2-TZVPD) results for 2 unconnected molecules or ions with the total composition C3H9NO2Si.

Each line ends with the Mulliken charge.
Cartesian coordinates (Å):
1 O 1.88 -0.79 -1.73  -0.74
2 Si 0.83 -0.11 -0.86  0.44
3 C 0.86 1.43 0.05  -0.63
4 C -0.37 1.31 1.04  -0.65
5 C -1.54 0.71 0.29  -0.35
6 N -0.79 -0.43 -0.41  -0.16
7 H 0.82 2.33 -0.59  0.37
8 H 1.84 1.55 0.67  0.29
9 H -0.66 2.22 1.56  0.35
10 H 0.07 0.50 1.66  0.28
11 H -2.09 0.06 0.94  0.30
12 H -2.12 1.42 -0.35  0.27
13 H -1.28 -1.11 -1.02  0.21
14 O 0.56 -3.21 -0.41  -0.60
15 H 0.90 -2.62 0.28  0.29
16 H 1.08 -3.26 -1.12  0.31

HOMO = -9.9 eV
SMILES = O=[Si]1CCCN1.O
Kohn-Sham gap = 0.3786 hartree

=====

b:
DFT (ωB97M-V/def2-TZVPD) results for C3H9NO2Si in the gas phase.

Each line ends with the Mulliken charge.
Cartesian coordinates (Å):
1 C 1.93 0.09 0.22  -0.21
2 C 0.83 0.38 -0.91  -0.93
3 C 1.33 -0.72 1.25  -0.86
4 N -0.46 0.94 -0.50  -0.18
5 O -2.40 -1.17 -0.77  -0.40
6 O -2.85 0.67 1.03  -0.42
7 Si -1.71 -0.11 0.13  0.14
8 H 2.70 -0.44 -0.39  0.25
9 H 2.50 0.91 0.65  0.34
10 H 1.15 1.06 -1.63  0.45
11 H 0.62 -0.54 -1.43  0.33
12 H 1.13 -1.83 1.25  0.32
13 H 1.16 -0.13 2.14  0.27
14 H -0.15 1.81 -0.06  0.27
15 H -2.02 -1.62 -1.59  0.34
16 H -3.77 0.71 0.61  0.30

HOMO (alpha / beta) = -7.5 / -6.2 eV
Kohn-Sham gap (alpha / beta) = 0.2780 / 0.2431 hartree

=====

Stability summary - winner: a; margin: 0.0427 hartree.

=====

a:
DFT (ωB97M-V/def2-TZVPD) results for a molecular structure, C47H63HfI2N2O7.

Each line ends with the Mulliken charge.
Cartesian coordinates (Å):
1 Hf 0.05 0.04 -0.13  1.78
2 C 2.35 1.87 1.45  -1.18
3 O 1.32 0.86 1.42  0.52
4 C 0.94 0.44 2.72  -0.31
5 C 1.43 -0.76 3.24  -0.61
6 C 2.43 -1.62 2.51  -0.88
7 C 1.95 -2.61 1.46  -0.81
8 C 2.84 -3.64 1.19  -0.58
9 C 2.57 -4.64 0.27  0.23
10 C 1.34 -4.60 -0.37  -0.37
11 C 0.43 -3.57 -0.15  -0.34
12 C -0.86 -3.65 -0.95  -0.82
13 C -2.09 -2.99 -0.39  -0.48
14 C -3.01 -3.76 0.30  -0.58
15 C -4.24 -3.25 0.71  -0.34
16 C -4.49 -1.90 0.49  -0.31
17 C -3.57 -1.09 -0.17  0.43
18 C -3.84 0.39 -0.30  -0.92
19 C -3.53 1.02 1.04  0.33
20 C -4.52 1.16 2.00  -0.78
21 C -4.28 1.71 3.25  -0.29
22 C -2.99 2.15 3.50  -0.51
23 C -1.97 2.02 2.56  0.18
24 C -0.57 2.46 2.89  -1.27
25 C 0.11 1.26 3.48  0.50
26 C -0.16 0.90 4.79  -0.59
27 C 0.33 -0.26 5.36  -0.61
28 C 1.09 -1.10 4.55  -0.07
29 C 0.05 -0.55 6.83  2.05
30 C 0.77 -1.81 7.33  -2.18
31 C 0.54 0.63 7.67  -1.68
32 C -1.46 -0.75 7.02  -1.50
33 C -2.22 1.41 1.32  -0.36
34 O -1.25 1.33 0.38  -0.42
35 C -5.41 1.82 4.26  2.10
36 C -5.93 0.40 4.54  -1.64
37 C -6.54 2.68 3.66  -1.77
38 C -4.97 2.45 5.58  -1.98
39 C -2.39 -1.65 -0.63  -0.16
40 O -1.51 -0.88 -1.44  1.18
41 C -1.98 -0.85 -2.80  -1.49
42 C -5.27 -4.19 1.32  1.96
43 C -4.72 -4.78 2.62  -1.66
44 C -6.60 -3.49 1.62  -2.01
45 C -5.55 -5.31 0.30  -1.71
46 C 0.75 -2.52 0.74  0.77
47 O -0.10 -1.48 0.90  -0.47
48 C 3.60 -5.72 -0.02  2.06
49 C 4.86 -5.04 -0.57  -1.61
50 C 3.12 -6.74 -1.05  -1.94
51 C 3.94 -6.46 1.28  -1.67
52 H 2.09 2.67 2.14  0.45
53 H 2.46 2.28 0.44  0.33
54 H 3.30 1.43 1.76  0.12
55 H 2.95 -2.21 3.27  0.78
56 H 3.17 -0.96 2.06  0.44
57 H 3.76 -3.66 1.75  0.63
58 H 1.07 -5.37 -1.06  0.78
59 H -1.07 -4.71 -1.09  0.71
60 H -0.67 -3.24 -1.95  -0.02
61 H -2.78 -4.79 0.48  0.71
62 H -5.41 -1.45 0.81  0.55
63 H -4.89 0.56 -0.56  0.87
64 H -3.21 0.86 -1.05  -0.35
65 H -5.52 0.84 1.75  0.50
66 H -2.74 2.62 4.43  0.64
67 H -0.59 3.28 3.61  0.82
68 H -0.08 2.81 1.98  0.16
69 H -0.77 1.57 5.38  0.37
70 H 1.47 -2.03 4.93  0.72
71 H 1.85 -1.71 7.21  0.45
72 H 0.43 -2.70 6.80  0.41
73 H 0.56 -1.95 8.38  0.43
74 H 1.60 0.82 7.49  0.38
75 H 0.41 0.41 8.73  0.47
76 H -0.01 1.54 7.45  0.31
77 H -1.80 -1.60 6.44  0.37
78 H -2.01 0.13 6.70  0.17
79 H -1.68 -0.93 8.07  0.50
80 H -6.33 -0.07 3.65  0.36
81 H -6.73 0.44 5.28  0.49
82 H -5.13 -0.22 4.93  0.31
83 H -6.94 2.22 2.76  0.31
84 H -6.16 3.66 3.40  0.39
85 H -7.35 2.79 4.37  0.48
86 H -4.20 1.85 6.05  0.20
87 H -5.81 2.50 6.26  0.45
88 H -4.60 3.46 5.43  0.43
89 H -3.01 -0.51 -2.84  0.29
90 H -1.92 -1.85 -3.24  0.38
91 H -1.36 -0.16 -3.37  0.37
92 H -4.53 -3.99 3.34  0.37
93 H -3.80 -5.33 2.46  0.32
94 H -5.45 -5.46 3.05  0.47
95 H -6.46 -2.70 2.36  0.33
96 H -7.30 -4.21 2.03  0.46
97 H -7.03 -3.07 0.72  0.40
98 H -4.67 -5.92 0.12  0.34
99 H -5.87 -4.89 -0.64  0.37
100 H -6.34 -5.96 0.68  0.48
101 H 4.62 -4.52 -1.50  0.31
102 H 5.62 -5.79 -0.78  0.47
103 H 5.28 -4.32 0.13  0.32
104 H 2.90 -6.26 -2.00  0.28
105 H 2.24 -7.27 -0.69  0.39
106 H 3.91 -7.47 -1.21  0.46
107 H 4.36 -5.80 2.03  0.33
108 H 4.66 -7.25 1.08  0.48
109 H 3.04 -6.92 1.69  0.36
110 N -1.21 2.14 -2.27  -0.24
111 N 0.03 2.75 -2.55  -0.42
112 C 1.16 2.26 -1.95  -0.17
113 O 2.20 2.88 -1.93  -0.66
114 O 1.03 1.04 -1.45  -0.27
115 H -1.82 2.25 -3.08  0.37
116 H -1.66 2.59 -1.47  0.26
117 H 0.06 3.72 -2.84  0.24
118 O 2.96 -0.39 -0.24  -0.28
119 H 3.48 -1.19 -0.13  0.15
120 H 3.47 0.21 -0.81  0.33
121 I 1.36 -1.20 -2.55  0.58
122 I 1.77 -3.62 -3.79  -0.14

Charge = +1
HOMO = -10.6 eV
Kohn-Sham gap = 0.2446 hartree

=====

b:
DFT (ωB97M-V/def2-TZVPD) results for a molecular structure, C47H63HfI2N2O7.

Each line ends with the Mulliken charge.
Cartesian coordinates (Å):
1 Hf -0.37 -0.01 -0.02  1.73
2 C 0.38 -1.25 3.77  -1.25
3 O 0.39 -0.57 2.51  0.38
4 C 1.46 0.29 2.30  -0.40
5 C 2.69 -0.16 1.77  0.60
6 C 3.01 -1.58 1.30  -1.80
7 C 2.87 -1.74 -0.21  0.41
8 C 4.05 -1.63 -1.07  -0.27
9 C 4.19 -1.49 -2.40  0.03
10 C 1.85 -1.41 -3.25  -1.14
11 C 1.09 -1.75 -2.01  -0.12
12 C -1.11 -3.07 -1.66  -0.74
13 C -2.42 -2.30 -1.66  -0.35
14 C -3.15 -2.22 -2.82  -0.92
15 C -4.12 -1.22 -3.01  0.28
16 C -4.31 -0.29 -2.00  -0.02
17 C -3.61 -0.33 -0.79  0.12
18 C -3.80 0.86 0.16  -1.53
19 C -3.20 0.89 1.55  -0.19
20 C -3.94 0.49 2.65  -0.47
21 C -3.45 0.56 3.96  0.25
22 C -2.18 1.09 4.14  -0.37
23 C -1.39 1.50 3.07  0.32
24 C -0.03 2.12 3.32  -1.34
25 C 1.23 1.63 2.60  0.23
26 C 2.23 2.55 2.31  -0.69
27 C 3.46 2.17 1.79  0.49
28 C 3.67 0.80 1.56  -0.82
29 C 4.56 3.16 1.43  2.11
30 C 5.85 2.78 2.18  -1.62
31 C 4.81 3.08 -0.09  -1.48
32 C 4.19 4.59 1.79  -2.20
33 C -1.91 1.39 1.79  0.18
34 O -1.07 1.70 0.74  -1.30
35 C -4.32 0.07 5.11  1.81
36 C -5.63 0.87 5.14  -1.67
37 C -3.63 0.23 6.47  -2.06
38 C -4.64 -1.42 4.91  -1.60
39 C -2.72 -1.38 -0.65  0.43
40 O -1.94 -1.41 0.53  0.90
41 C -2.23 -2.41 1.52  -0.70
42 C -4.83 -1.12 -4.36  1.98
43 C -5.44 -2.48 -4.74  -1.76
44 C -3.78 -0.71 -5.40  -1.38
45 C -5.95 -0.08 -4.34  -2.07
46 C 1.61 -1.87 -0.65  0.33
47 O 0.60 -1.80 0.24  -0.78
48 C 5.54 -1.33 -3.10  2.10
49 C 6.70 -1.24 -2.11  -1.97
50 C 5.76 -2.54 -4.02  -1.76
51 C 5.50 -0.04 -3.94  -1.72
52 H 0.84 -0.63 4.53  0.41
53 H 0.92 -2.20 3.68  0.26
54 H -0.66 -1.43 4.03  0.27
55 H 2.36 -2.30 1.80  0.25
56 H 4.03 -1.80 1.60  0.77
57 H 4.99 -1.62 -0.53  0.61
58 H 1.36 -1.66 -4.18  0.59
59 H -0.76 -3.37 -0.68  0.18
60 H -1.16 -3.94 -2.32  0.67
61 H -2.90 -2.88 -3.64  0.40
62 H -5.01 0.53 -2.15  0.57
63 H -4.87 1.01 0.26  0.98
64 H -3.43 1.73 -0.40  0.19
65 H -4.95 0.12 2.48  0.58
66 H -1.77 1.18 5.14  0.56
67 H 0.18 2.04 4.39  0.49
68 H -0.10 3.19 3.12  0.54
69 H 2.04 3.60 2.52  0.71
70 H 4.62 0.47 1.15  0.47
71 H 6.25 1.82 1.86  0.28
72 H 5.68 2.74 3.26  0.39
73 H 6.62 3.53 1.99  0.47
74 H 5.10 2.07 -0.39  0.13
75 H 5.62 3.75 -0.37  0.56
76 H 3.92 3.37 -0.65  0.26
77 H 4.02 4.71 2.86  0.42
78 H 3.30 4.93 1.25  0.39
79 H 5.00 5.26 1.51  0.45
80 H -5.44 1.94 5.24  0.38
81 H -6.24 0.56 5.99  0.48
82 H -6.22 0.71 4.24  0.31
83 H -3.41 1.28 6.69  0.40
84 H -2.70 -0.34 6.52  0.38
85 H -4.28 -0.14 7.25  0.44
86 H -5.17 -1.59 3.97  0.32
87 H -5.26 -1.79 5.72  0.50
88 H -3.72 -2.01 4.89  0.27
89 H -3.08 -2.08 2.11  0.02
90 H -1.34 -2.51 2.13  -0.09
91 H -2.45 -3.35 1.02  0.56
92 H -4.70 -3.28 -4.73  0.30
93 H -5.85 -2.42 -5.75  0.48
94 H -6.25 -2.75 -4.06  0.41
95 H -3.01 -1.47 -5.54  0.33
96 H -3.27 0.22 -5.13  0.20
97 H -4.26 -0.55 -6.37  0.46
98 H -6.67 -0.26 -3.54  0.44
99 H -6.50 -0.13 -5.29  0.45
100 H -5.57 0.94 -4.25  0.37
101 H 6.83 -2.16 -1.55  0.37
102 H 6.57 -0.40 -1.41  0.30
103 H 7.62 -1.06 -2.67  0.43
104 H 5.72 -3.47 -3.45  0.36
105 H 6.74 -2.47 -4.49  0.44
106 H 5.00 -2.59 -4.80  0.36
107 H 5.31 0.83 -3.32  0.20
108 H 4.73 -0.08 -4.71  0.34
109 H 6.47 0.10 -4.43  0.53
110 N 1.52 1.18 -0.70  0.35
111 N 2.07 0.71 -1.93  0.05
112 C 1.26 -0.24 -2.54  -0.41
113 O 3.23 -1.51 -3.38  -0.23
114 O -0.24 -2.08 -2.25  0.36
115 H 1.19 2.13 -0.86  0.47
116 H 2.26 1.23 0.00  -0.90
117 H 3.06 0.53 -1.89  0.17
118 O -2.35 3.38 -1.97  -0.53
119 H -2.41 3.80 -2.84  0.27
120 H -2.50 4.10 -1.35  0.25
121 I -0.69 0.67 -2.85  -0.01
122 I 0.25 0.23 -6.10  -0.60

Charge = +1
HOMO = -8.7 eV
Kohn-Sham gap = 0.1991 hartree

=====

Stability summary - winner: a; margin: 0.2361 hartree.

=====

a:
DFT (ωB97M-V/def2-TZVPD) results for 2 unconnected molecules or ions with the total composition C3H8NO2S.

Each line ends with the Mulliken charge.
Cartesian coordinates (Å):
1 N 0.06 3.04 0.41  -0.35
2 C 1.34 2.67 0.06  0.70
3 O 2.18 3.49 -0.26  -0.65
4 O 1.57 1.37 0.14  -0.41
5 H -0.13 4.03 0.39  0.21
6 H -0.71 2.41 0.24  0.17
7 C -0.68 -2.88 -0.59  -1.03
8 C -0.54 -1.74 0.42  -0.42
9 S -0.98 -0.13 -0.29  -0.76
10 H 0.11 -2.77 -1.33  0.26
11 H -1.63 -2.82 -1.11  0.27
12 H -0.61 -3.87 -0.12  0.32
13 H -1.15 -1.93 1.30  0.28
14 H 0.50 -1.71 0.76  0.25
15 H 0.68 0.85 -0.02  0.16

Charge = -1
HOMO = -3.5 eV
Kohn-Sham gap = 0.2712 hartree

=====

b:
DFT (ωB97M-V/def2-TZVPD) results for 2 unconnected molecules or ions with the total composition C3H8NO2S.

Each line ends with the Mulliken charge.
Cartesian coordinates (Å):
1 O 0.06 -2.18 0.00  -0.57
2 C -0.62 -1.12 0.07  -0.44
3 C -0.45 -0.07 -1.01  0.09
4 C -1.20 1.26 -0.72  -0.70
5 S -0.98 1.44 1.12  -0.58
6 N 1.04 0.20 -0.90  -0.57
7 H -1.19 -0.89 0.87  0.55
8 H -0.63 -0.54 -2.01  0.29
9 H -0.85 2.24 -1.28  0.27
10 H -2.14 0.87 -0.98  0.28
11 H 1.50 0.03 0.01  0.26
12 H 1.51 1.13 -1.26  0.21
13 H 0.98 -0.06 2.08  0.25
14 H 1.32 -1.50 1.68  0.38
15 O 1.65 -0.81 2.34  -0.75

Charge = -1
HOMO = -3.3 eV
Kohn-Sham gap = 0.2668 hartree

=====

c:
DFT (ωB97M-V/def2-TZVPD) results for 2 unconnected molecules or ions with the total composition C3H8NO2S.

Each line ends with the Mulliken charge.
Cartesian coordinates (Å):
1 C 1.30 -1.18 -0.82  -0.74
2 C 1.50 -1.76 0.57  -0.40
3 S 1.51 -0.37 1.76  -0.20
4 H 2.22 -0.73 -1.18  0.33
5 H 0.49 -0.45 -0.78  -0.02
6 H 1.02 -1.97 -1.53  0.30
7 H 0.67 -2.43 0.82  0.26
8 H 2.40 -2.38 0.65  0.38
9 H 1.77 -1.08 2.87  0.06
10 N -2.62 1.56 -1.46  -0.56
11 C -1.46 0.98 -0.85  0.64
12 O -0.41 1.64 -0.93  -0.74
13 O -1.65 -0.14 -0.32  -0.74
14 H -3.48 1.22 -1.06  0.22
15 H -2.57 2.56 -1.42  0.22

Charge = -1
HOMO = -4.1 eV
Kohn-Sham gap = 0.2723 hartree

=====

Stability summary - winner: a; margin: 0.0216 hartree.

=====

a:
DFT (ωB97M-V/def2-TZVPD) results for C7H8O2 in the gas phase.

Each line ends with the Mulliken charge.
Cartesian coordinates (Å):
1 C -1.77 1.37 0.30  -1.15
2 C -0.57 0.46 -0.03  0.44
3 C 0.71 0.84 -0.13  -0.70
4 C 1.73 -0.10 -0.07  0.47
5 O 3.06 0.31 -0.09  -0.55
6 C 1.53 -1.40 0.26  -0.58
7 C 0.19 -1.80 0.18  -0.45
8 C -0.88 -0.87 0.00  0.42
9 O -2.18 -1.23 -0.24  -0.64
10 H -1.69 2.22 -0.41  0.35
11 H -1.57 1.90 1.27  0.31
12 H -2.69 0.83 0.04  0.27
13 H 0.95 1.88 0.05  0.38
14 H 3.21 0.98 -0.75  0.32
15 H 2.45 -1.91 0.48  0.43
16 H 0.05 -2.89 0.12  0.33
17 H -2.53 -0.57 -1.00  0.37

HOMO = -8.2 eV
SMILES = Cc1cc(O)ccc1O
Kohn-Sham gap = 0.3248 hartree

=====

b:
DFT (ωB97M-V/def2-TZVPD) results for a molecular structure, C7H8O2.

Each line ends with the Mulliken charge.
Cartesian coordinates (Å):
1 C 2.00 -0.45 -0.36  -0.61
2 C -0.02 -1.08 -0.02  -0.04
3 C -2.04 -0.70 -0.04  -0.19
4 C -1.64 0.60 -0.45  -0.80
5 C -0.32 1.09 0.00  -0.06
6 C 1.19 0.81 0.14  -0.32
7 C 0.19 0.17 0.97  -0.24
8 H 3.09 -0.67 0.09  0.32
9 H 1.98 -0.27 -1.33  0.42
10 H -0.14 -0.53 -0.96  0.67
11 H -3.14 -0.67 -0.22  0.32
12 H -2.45 1.14 -0.80  0.44
13 H -0.34 2.20 0.05  0.41
14 H 1.95 1.58 0.56  0.35
15 H -0.27 0.23 2.09  0.32
16 O 1.09 -1.74 -0.07  -0.54
17 O -1.15 -1.74 0.34  -0.43

HOMO = -8.5 eV
Kohn-Sham gap = 0.3480 hartree

=====

c:
DFT (ωB97M-V/def2-TZVPD) results for C7H8O2 in the gas phase.

Each line ends with the Mulliken charge.
Cartesian coordinates (Å):
1 C -1.12 -0.06 0.24  -0.41
2 C -2.24 0.37 0.05  0.75
3 C 2.68 0.60 -0.40  0.29
4 C 2.43 0.58 0.92  -0.62
5 C 0.24 -0.32 0.38  0.72
6 C -3.61 0.72 -0.28  -1.25
7 C 0.86 -1.59 -0.06  -1.04
8 O 1.83 0.43 -1.33  -0.63
9 O 1.02 0.48 1.14  -0.36
10 H 3.72 1.12 -0.63  0.25
11 H 3.00 1.08 1.65  0.36
12 H -3.66 1.39 -1.22  0.29
13 H -4.02 1.25 0.53  0.35
14 H -4.13 -0.26 -0.51  0.26
15 H 1.65 -1.65 0.63  0.44
16 H 1.19 -1.62 -1.19  0.26
17 H 0.14 -2.51 0.09  0.35

HOMO (alpha / beta) = -7.8 / -7.8 eV
Kohn-Sham gap (alpha / beta) = 0.2584 / 0.2586 hartree

=====

Stability summary - winner: a; margin: 0.1428 hartree.